1.
C2H5NO2 | ωB97M-V/def2-TZVPD

Computed properties:
**HOMO level**: -9.981 eV
**DFT total energy**: -284.423817 Eh
**E_LUMO**: 0.55 eV
**SMILES**: CNC(=O)O
**Net charge**: 0
**ΔE to the lowest compared entry with this formula, charge and spin**: 27.3 kcal per mole
**Max |F|**: 3.7 eV Å⁻¹
**Gap between HOMO and LUMO**: 10.53 eV

Cartesian coordinates (Å):
1 C -0.45574 0.76870 0.77300
2 N -0.75001 -0.05182 -0.40478
3 C 0.25089 -0.79891 -0.89362
4 O 0.32389 -1.35218 -1.95959
5 O 1.49695 -0.69833 -0.29823
6 H -1.30312 0.83940 1.42978
7 H 0.38266 0.57657 1.42592
8 H -0.16399 1.88195 0.47243
9 H -1.50898 0.14253 -1.04107
10 H 1.72744 -1.30792 0.49616



2.
C8H9NO2 | ωB97M-V/def2-TZVPD

Computed properties:
**HOMO level (spin up / spin down)**: -5.927 / -9.476 eV
**DFT total energy**: -515.350754 Eh
**E_LUMO (spin up / spin down)**: 0.78 / -1.89 eV
**Net charge**: 0
**ΔE to the lowest compared entry with this formula, charge and spin**: 0.0 kcal per mole
**Max |F|**: 5.0 eV Å⁻¹
**Spin multiplicity**: 3
**Gap between HOMO and LUMO (spin up / spin down)**: 6.71 / 7.58 eV

Cartesian coordinates (Å):
1 C 1.12125 -1.06150 -2.19158
2 C 0.06524 -0.41484 -2.73110
3 C 1.73051 -0.98740 0.44694
4 C 1.14717 -0.82616 -0.79503
5 C -0.68755 0.27480 -1.66173
6 C -0.11531 0.28934 0.91006
7 C -0.18058 1.72997 1.31197
8 C -1.36882 -0.41057 1.59727
9 N 0.02544 -0.05092 -0.52378
10 O -1.69597 0.92610 -1.62881
11 O 1.07560 -0.31730 1.44763
12 H 1.84817 -1.81177 -2.58123
13 H -0.18068 -0.33706 -3.75263
14 H 2.61513 -1.46818 0.56863
15 H -0.38291 1.75887 2.37023
16 H -0.91476 2.27008 0.61391
17 H 0.74660 2.17092 1.19378
18 H -1.41438 -1.56901 1.49472
19 H -2.22722 0.04798 1.17330
20 H -1.20692 -0.21336 2.73745



3.
C34H58N2O4SiSm | ωB97M-V/def2-TZVPD

Computed properties:
**HOMO level (spin up / spin down)**: -10.746 / -10.776 eV
**DFT total energy**: -2688.202238 Eh
**E_LUMO (spin up / spin down)**: -3.40 / -2.25 eV
**Net charge**: +1
**Max |F|**: 1.4 eV Å⁻¹
**Spin multiplicity**: 6
**Gap between HOMO and LUMO (spin up / spin down)**: 7.35 / 8.53 eV

Cartesian coordinates (Å):
1 O -0.02183 1.75915 -1.34272
2 O -4.00379 2.40076 -3.83630
3 C 0.13570 3.21564 -1.02506
4 C 1.56649 3.72432 -1.12823
5 H -0.25585 3.32726 -0.01487
6 H -0.53051 3.74639 -1.72669
7 H 2.22340 3.22902 -0.39197
8 H 1.54170 4.80508 -0.90606
9 H 2.00076 3.60593 -2.12554
10 C 0.60674 1.33466 -2.60329
11 C 0.03854 2.10637 -3.79070
12 H 0.41648 0.25631 -2.70510
13 H 1.69450 1.46826 -2.48213
14 H -1.06692 2.12576 -3.78766
15 H 0.36690 1.62537 -4.72314
16 H 0.41702 3.13372 -3.80419
17 C -4.88936 1.42841 -4.42373
18 C -4.05568 3.68148 -4.48276
19 C -4.14821 0.41422 -5.26449
20 H -5.65457 1.92675 -5.04442
21 H -5.39738 0.92620 -3.59091
22 H -3.60926 0.91653 -6.07448
23 H -4.87241 -0.27908 -5.70366
24 H -3.42720 -0.16066 -4.67373
25 C -3.67770 3.67621 -5.94909
26 H -3.37205 4.31651 -3.91344
27 H -5.06650 4.10694 -4.39191
28 H -2.74036 3.14617 -6.14007
29 H -3.55728 4.71089 -6.28326
30 H -4.45990 3.21708 -6.56377
31 H -3.54552 2.03189 -1.73775
32 N 1.85192 -1.00784 0.36952
33 C 2.03540 -2.19852 0.97576
34 C 0.99295 -3.08487 1.27602
35 C -0.32084 -3.08059 0.78232
36 C 3.42381 -2.68193 1.30778
37 H 4.04659 -1.91655 1.77817
38 H 3.94252 -3.06659 0.41933
39 H 3.33658 -3.51857 2.00807
40 C -1.13576 -4.33511 0.93185
41 H -1.62660 -4.61918 -0.00711
42 H -1.90859 -4.21576 1.70383
43 H -0.48468 -5.16058 1.23768
44 N -0.88537 -2.01518 0.18392
45 C 2.94245 -0.36721 -0.29984
46 C 3.56024 0.75471 0.29791
47 C 3.19965 1.21920 1.67480
48 C 4.56908 1.42131 -0.38822
49 H 5.03427 2.30011 0.07365
50 C 5.00106 0.96343 -1.63349
51 H 5.78447 1.50537 -2.17382
52 C 4.44585 -0.19522 -2.17800
53 H 4.82038 -0.59213 -3.12406
54 C 3.42030 -0.87276 -1.53142
55 C 2.91363 -2.13360 -2.14334
56 C -2.18087 -2.09677 -0.43713
57 C -3.33993 -1.82754 0.32156
58 C -3.20382 -1.40879 1.75484
59 C -4.58942 -1.94273 -0.29622
60 H -5.48800 -1.75055 0.28656
61 C -4.67922 -2.28920 -1.65348
62 H -5.65663 -2.38467 -2.13214
63 C -3.51809 -2.51535 -2.39961
64 H -3.57545 -2.76740 -3.45842
65 C -2.26416 -2.43171 -1.80267
66 C -1.02880 -2.66419 -2.61038
67 Sm -0.22767 0.19235 0.46309
68 H 2.45356 2.02741 1.65596
69 H 4.09681 1.65076 2.14174
70 H 2.84577 0.41416 2.32729
71 H 1.84148 -2.29563 -1.99718
72 H 3.45062 -3.01271 -1.76790
73 H 3.10645 -2.09363 -3.21917
74 H -4.19515 -1.28022 2.20559
75 H -2.67516 -0.44490 1.89521
76 H -2.65854 -2.15169 2.35526
77 H -0.29540 -3.30587 -2.10559
78 H -0.52385 -1.72567 -2.88518
79 H -1.31584 -3.15896 -3.54444
80 H 1.27004 -3.96223 1.86752
81 C -4.16918 1.67804 -0.88630
82 Si -5.63323 2.78116 -0.33002
83 H -4.58599 0.71799 -1.16987
84 H -3.49502 1.53231 -0.02415
85 C -5.14690 4.60658 -0.32026
86 C -6.21280 2.33382 1.41996
87 C -7.21534 2.66987 -1.37420
88 H -7.94634 3.41103 -1.00353
89 H -7.68488 1.67829 -1.29535
90 H -7.02242 2.88437 -2.43458
91 H -4.41105 4.80167 0.47478
92 H -6.02582 5.24999 -0.14387
93 H -4.70126 4.87985 -1.28746
94 H -5.35829 2.15518 2.08978
95 H -6.83894 1.42862 1.41171
96 H -6.81331 3.15467 1.84207
97 O -0.20617 0.00824 2.80010
98 C -0.31235 1.27601 2.95158
99 O -0.55692 2.03515 1.94828
100 H -0.17303 1.72424 3.94630



4.
C2H3BrF2 | ωB97M-V/def2-TZVPD

Computed properties:
**HOMO level**: -9.904 eV
**DFT total energy**: -2851.702542 Eh
**E_LUMO**: 0.56 eV
**SMILES**: C=C(F)Br.F
**Net charge**: 0
**ΔE to the lowest compared entry with this formula, charge and spin**: 32.0 kcal per mole
**Max |F|**: 2.0 eV Å⁻¹
**Gap between HOMO and LUMO**: 10.46 eV

Cartesian coordinates (Å):
1 C -0.45066 -1.03269 0.48601
2 C 0.64339 -0.31175 0.60684
3 F 1.00469 0.22584 1.76110
4 Br 2.06361 0.17949 -0.56946
5 H -0.56863 -1.56194 -0.39421
6 H -1.26522 -0.83861 1.15525
7 F -0.93643 1.88178 -1.15227
8 H -0.49075 1.45789 -1.89325